This record from the Open Molecules 2025 dataset describes a structure of composition C24H45F5NO8S2. The level of theory is ωB97M-V with the def2-TZVPD basis set.

Results
E ... -2893.7868 Eh
Orbital gap ... 8.565 eV
Net charge ... -1
Energy relative to the best compared isomer or geometry (same formula, charge and spin) ... 52.7 kcal/mol

CARTESIAN COORDINATES (ANGSTROEM)
O 0.1442 2.9116 -3.5908
S -0.5716 1.8825 -2.8081
O -1.4896 2.5964 -1.8843
N 0.6079 1.0052 -2.0123
S 0.1022 -0.5361 -1.6722
O 1.2821 -1.4135 -1.7604
O -0.9704 -1.0518 -2.5382
C -0.3732 -0.5785 0.1562
F 0.1561 -1.7130 0.7688
F -1.7571 -0.5647 0.2994
C 0.2853 0.6980 0.8008
C -0.5657 1.8382 1.1158
C 0.0722 3.0261 1.6802
C 1.5211 3.0134 1.8927
C 2.3603 1.8516 1.5621
C 3.8932 1.8396 1.7427
F 4.3769 3.0934 2.0808
F 4.3730 0.8740 2.5891
F 4.4478 1.5626 0.4906
C 1.7248 0.6449 1.0002
H -1.3604 1.0904 -3.6144
H -1.6550 1.7385 0.9094
H -0.5783 3.9040 1.8981
H 2.0021 3.9306 2.3172
H 2.3447 -0.2508 0.7491
C -1.5390 -0.5481 6.5333
C -0.9157 -1.0930 5.2591
O -0.4223 -0.0868 4.3937
C 0.6049 0.7438 4.9130
C 1.8627 -0.0141 5.2991
H -2.3132 0.1862 6.2993
H -1.9853 -1.3583 7.1144
H -0.7987 -0.0533 7.1657
H -1.6799 -1.6320 4.6954
H -0.1271 -1.8186 5.4872
H 0.2251 1.3344 5.7549
H 0.8499 1.4552 4.1220
H 1.6839 -0.6951 6.1348
H 2.6497 0.6816 5.5979
H 2.2220 -0.6139 4.4597
C 9.0086 4.9204 2.8412
C 9.0178 4.4128 4.2731
O 7.7318 4.0777 4.7645
C 7.0418 3.0468 4.0697
C 7.7669 1.7130 4.0839
H 8.3145 5.7568 2.7340
H 10.0077 5.2514 2.5493
H 8.6968 4.1442 2.1396
H 9.3972 5.2030 4.9248
H 9.7005 3.5630 4.3838
H 6.8195 3.3633 3.0463
H 6.0796 2.9306 4.5723
H 8.7092 1.7597 3.5335
H 7.1491 0.9399 3.6231
H 8.0014 1.4137 5.1084
C -6.1827 -0.2879 -5.8510
C -4.9044 0.3474 -5.3304
O -5.0978 1.1557 -4.1823
C -5.6135 0.5004 -3.0342
C -4.7223 -0.6155 -2.5210
H -6.9462 0.4735 -6.0284
H -5.9896 -0.8186 -6.7857
H -6.5955 -1.0064 -5.1395
H -4.4982 1.0053 -6.1016
H -4.1400 -0.4129 -5.1354
H -6.6289 0.1354 -3.2296
H -5.7045 1.2660 -2.2609
H -4.6541 -1.4374 -3.2368
H -5.1164 -1.0188 -1.5855
H -3.7076 -0.2498 -2.3472
C -3.6816 -3.9846 -4.0722
C -5.0063 -4.4501 -4.6501
O -4.9777 -4.6444 -6.0567
C -4.0665 -5.6188 -6.5373
C -4.3345 -7.0171 -6.0084
H -3.3307 -3.0874 -4.5867
H -3.7885 -3.7615 -3.0091
H -2.9054 -4.7456 -4.1761
H -5.7615 -3.6830 -4.4636
H -5.3557 -5.3594 -4.1483
H -3.0367 -5.3101 -6.3288
H -4.1731 -5.6251 -7.6244
H -4.1755 -7.0777 -4.9299
H -3.6677 -7.7385 -6.4852
H -5.3689 -7.3100 -6.2034

These are the Löwdin partial charges, in e, on atoms 1 to 6:
1 O -0.42
2 S 0.57
3 O -0.43
4 N -0.32
5 S 0.59
6 O -0.35